1.
The following is a DFT calculation (ωB97M-V with the def2-TZVPD basis set) of C38H46P2SiTc as an isolated structure.

```
! RIJCOSX wB97M-V def2-TZVPD def2/J DEFGRID3
* xyz 2 4
Tc -0.8756 1.0125 -2.0808
C -2.1855 1.1881 -3.5123
C -1.7032 -0.1912 -3.3993
C -0.6114 -0.7177 -4.3082
C 0.6989 0.0807 -4.2670
C 0.8775 0.8495 -2.9657
C 0.4279 2.2489 -2.8432
C -0.2751 2.8881 -4.0117
C -1.5823 2.1795 -4.4780
C 2.0502 -0.2249 2.6986
H -3.2387 1.3559 -3.2606
H -2.4438 -0.9427 -3.0967
H -0.9795 -0.7930 -5.3389
H -0.4031 -1.7518 -3.9978
H 1.5259 -0.6380 -4.3569
H 0.8019 0.7452 -5.1394
H 1.8239 0.6225 -2.4682
H 1.0779 2.8961 -2.2455
H 0.4159 2.9634 -4.8595
H -0.5258 3.9152 -3.7272
H -2.3366 2.9670 -4.6150
H -1.4394 1.7251 -5.4663
H 1.3081 0.5761 2.6716
H 2.8584 0.0137 3.3984
H 1.5631 -1.1546 3.0041
P -1.4364 -0.7022 1.1921
P 2.7161 -0.4591 1.0711
C -0.0164 -0.8947 -0.0067
C 1.3680 -0.9058 -0.0182
C -2.2810 -2.3116 1.3521
C -2.5110 -2.9411 0.1212
C -3.2937 -4.0906 0.0489
C -3.8366 -4.6267 1.2190
C -3.5950 -4.0188 2.4528
C -2.8081 -2.8633 2.5362
C -2.6453 0.1982 0.0911
C -2.4426 1.6064 -0.1243
C -3.5675 2.4538 -0.2540
C -4.8514 1.9293 -0.3619
C -5.0113 0.5444 -0.4434
C -3.9068 -0.3009 -0.3026
C 4.1487 -1.5686 1.1308
C 3.9538 -2.9388 1.4075
C 5.0462 -3.7499 1.7224
C 6.3390 -3.2139 1.7204
C 6.5496 -1.8797 1.3610
C 5.4605 -1.0602 1.0668
C 3.3020 1.1053 0.3472
C 2.8712 2.3410 0.8521
C 3.2785 3.5295 0.2401
C 4.0902 3.4974 -0.8983
C 4.4311 2.2667 -1.4723
C 4.0371 1.0752 -0.8524
H -0.4370 -1.3552 -0.9560
H 1.8186 -1.1071 -1.0131
H -2.1443 -2.4861 -0.7990
H -3.4643 -4.5484 -0.9247
H -4.4394 -5.5387 1.1579
H -4.0123 -4.4534 3.3614
H -2.6255 -2.4042 3.5107
H -1.4617 2.0845 0.0434
H -3.4155 3.5377 -0.2886
H -5.7307 2.5874 -0.4150
H -6.0016 0.1166 -0.6068
H -4.0681 -1.3563 -0.5067
H 2.9415 -3.3459 1.3839
H 4.8887 -4.7968 1.9808
H 7.1877 -3.8371 1.9960
H 7.5587 -1.4684 1.3195
H 5.6292 -0.0149 0.7976
H 2.2358 2.3823 1.7369
H 2.9642 4.4878 0.6576
H 4.4450 4.4282 -1.3490
H 5.0100 2.2310 -2.3949
H 4.3361 0.1264 -1.2976
C -0.8911 2.1930 2.7704
Si -1.7466 0.5467 3.1024
C -0.8804 -0.4556 4.4323
C -3.6127 0.6996 3.3219
H 0.1784 2.1554 3.0105
H -1.3554 2.9567 3.4114
H -0.9938 2.5437 1.7398
H -1.4976 -0.4653 5.3392
H -0.7049 -1.4949 4.1258
H 0.0894 0.0035 4.6636
H -3.8429 0.7821 4.3946
H -4.0052 1.5949 2.8217
H -4.1708 -0.1639 2.9388
*
```

## Properties
* frontier orbital gap (spin up / spin down): 5.07 / 8.01 eV
* LUMO energy (spin up / spin down): -5.9 / -5.8 eV
* HOMO energy (spin up / spin down): -10.96 / -13.80 eV

Atom charges from the Löwdin analysis, given in e for atoms 1 to 2: number 1, Tc, carries 1.3936; number 2, C, carries -0.3189


2.
The following is a DFT calculation (ωB97M-V with the def2-TZVPD basis set) of C38H47F6N3O7S3Si2Ta as an isolated structure.

```
! RIJCOSX wB97M-V def2-TZVPD def2/J DEFGRID3
* xyz 1 1
Ta 0.2709 0.1083 -1.8179
C -2.4406 2.1295 3.5093
C -1.6316 2.5144 2.2789
C -2.4448 3.4144 1.3629
C -0.3166 3.1654 2.6736
O -1.2520 1.3185 1.5375
Si -2.1207 0.0098 1.1792
S -0.8946 -1.1033 -0.2755
O -2.3878 -1.0128 2.3800
C -1.7755 -1.9357 3.3045
C -0.7218 -1.1999 4.1180
C -2.9072 -2.4257 4.1937
C -1.1579 -3.0927 2.5339
O -3.4988 0.4072 0.4511
C -4.7060 -0.2855 0.0412
C -5.8062 0.7610 0.1138
C -5.0100 -1.4542 0.9654
C -4.5136 -0.7740 -1.3881
H -2.7395 3.0285 4.0490
H -1.8506 1.5058 4.1799
H -3.3477 1.5876 3.2312
H -2.6943 4.3412 1.8818
H -3.3699 2.9237 1.0596
H -1.8723 3.6632 0.4702
H -0.5028 4.0349 3.3054
H 0.2341 3.4930 1.7897
H 0.3030 2.4580 3.2274
H -1.1814 -0.4541 4.7660
H -0.0135 -0.6952 3.4597
H -0.1740 -1.9042 4.7457
H -3.3801 -1.5841 4.7006
H -2.5240 -3.1147 4.9472
H -3.6595 -2.9449 3.5996
H -0.3228 -2.7657 1.9134
H -1.9010 -3.5702 1.8933
H -0.7809 -3.8376 3.2362
H -5.9531 1.0889 1.1434
H -6.7461 0.3509 -0.2569
H -5.5403 1.6275 -0.4932
H -5.0730 -1.1241 2.0017
H -4.2424 -2.2265 0.8931
H -5.9656 -1.8956 0.6804
H -4.3824 0.0692 -2.0670
H -5.3940 -1.3300 -1.7126
H -3.6466 -1.4329 -1.4620
C 3.8052 0.3084 3.1206
C 4.0803 1.4699 2.4062
C 3.3123 1.8128 1.3115
C 2.2726 0.9756 0.9160
C 2.0006 -0.1894 1.6100
C 2.7669 -0.5148 2.7216
N 1.4038 1.3616 -0.1698
N 1.3221 2.5998 -0.2884
C 0.2646 3.0223 -1.1049
C 0.0508 4.3760 -1.2758
C -1.1491 4.7756 -1.8571
C -2.0952 3.8287 -2.2180
C -1.8281 2.4649 -2.0813
C -0.6217 2.0333 -1.5477
H 4.4069 0.0465 3.9808
H 4.9012 2.1086 2.7027
H 3.5185 2.7133 0.7525
H 1.1897 -0.8289 1.2959
H 2.5461 -1.4175 3.2769
H 0.7864 5.0909 -0.9323
H -1.3575 5.8276 -1.9973
H -3.0478 4.1492 -2.6194
H -2.5789 1.7506 -2.3897
F 3.2651 0.9419 -6.3765
C 3.0621 0.2475 -5.2772
F 4.0802 0.3915 -4.4554
F 2.8692 -1.0251 -5.5713
S 1.4902 0.9173 -4.4808
O 1.8142 1.5483 -3.2060
O 0.8032 1.6126 -5.5074
N 0.6911 -0.3637 -3.8842
S -0.5160 -1.2795 -4.4656
O -1.0114 -1.7385 -3.1779
O -0.1598 -2.1278 -5.5389
C -1.8696 -0.1617 -5.1279
F -3.0221 -0.7302 -4.8154
F -1.7992 1.0318 -4.5495
F -1.7536 -0.0461 -6.4294
C 6.7781 0.5702 -0.1747
C 5.9507 1.2849 -1.0321
C 4.7102 0.7762 -1.3784
C 4.2697 -0.4537 -0.8766
C 5.1123 -1.1581 -0.0175
C 6.3572 -0.6490 0.3316
Si 2.6827 -1.1860 -1.5280
C 2.1582 -2.8716 -0.9165
C 1.5596 -3.7118 -1.8613
C 1.0573 -4.9544 -1.5035
C 1.1597 -5.3879 -0.1906
C 1.7692 -4.5772 0.7585
C 2.2546 -3.3289 0.4015
H 7.7509 0.9620 0.0923
H 6.2766 2.2361 -1.4334
H 4.0742 1.3501 -2.0427
H 4.8126 -2.1231 0.3718
H 7.0014 -1.2129 0.9941
H 2.9501 -1.4051 -2.9687
H 1.4964 -3.4005 -2.8992
H 0.5974 -5.5867 -2.2516
H 0.7774 -6.3602 0.0914
H 1.8676 -4.9211 1.7805
H 2.7190 -2.7121 1.1592
*
```

## Properties
* frontier orbital gap: 6.66 eV
* LUMO energy: -4.3 eV
* HOMO energy: -10.94 eV
* relative energy (zero: lowest compared OMol25 entry of this formula, charge and spin): 41.8 kcal per mole

Atom charges from the Löwdin analysis, given in e for atoms 1 to 2: number 1, Ta, carries 1.3358; number 2, C, carries -0.0144


3.
The following is a DFT calculation (ωB97M-V with the def2-TZVPD basis set) of a 6-piece molecular cluster, C38H47N2 overall.

```
! RIJCOSX wB97M-V def2-TZVPD def2/J DEFGRID3
* xyz 1 1
N -0.4696 -3.8153 -1.5761
C 0.3652 -3.5964 -2.7650
C 1.1217 -2.2788 -2.6863
C 0.3234 -1.0836 -2.2020
C -0.9129 -0.6932 -3.0334
C -2.1444 -1.4250 -2.6414
N -2.7688 -1.1363 -1.5486
C -3.9361 -1.9740 -1.2647
C -3.7234 -3.1440 -2.2235
C -2.8780 -2.5086 -3.3470
H -0.9542 -4.6979 -1.6947
H 0.1317 -3.9647 -0.7728
H 1.0941 -4.3936 -2.9291
H -0.2771 -3.5982 -3.6471
H 1.9494 -2.3985 -1.9822
H 1.5816 -2.0794 -3.6545
H 0.0370 -1.1932 -1.1564
H 0.9923 -0.2236 -2.2424
H -0.7334 -0.7841 -4.1021
H -1.1129 0.3591 -2.8178
H -2.4489 -0.3895 -0.9472
H -3.9092 -2.2905 -0.2226
H -4.8818 -1.4548 -1.3991
H -3.1336 -3.9350 -1.7741
H -4.6646 -3.5182 -2.6085
H -3.5186 -2.0225 -4.0916
H -2.2377 -3.1763 -3.9127
C 1.5770 1.7625 -0.0765
C 2.4704 2.3582 0.8017
C 2.8636 3.6735 0.6027
C 2.3622 4.3942 -0.4736
C 1.4688 3.7993 -1.3531
C 1.0777 2.4826 -1.1525
H 1.2707 0.7347 0.0811
H 2.8586 1.7969 1.6423
H 3.5587 4.1395 1.2888
H 2.6661 5.4217 -0.6245
H 1.0777 4.3617 -2.1912
H 0.3804 2.0158 -1.8400
C 0.4651 6.8576 5.3814
C 1.0286 5.5988 5.2262
C 1.2666 5.0980 3.9539
C 0.9459 5.8575 2.8375
C 0.3835 7.1170 2.9929
C 0.1415 7.6162 4.2650
H 0.2795 7.2485 6.3732
H 1.2838 5.0093 6.0974
H 1.7039 4.1144 3.8311
H 1.1332 5.4655 1.8470
H 0.1356 7.7107 2.1224
H -0.2979 8.5976 4.3870
C 3.4084 -1.0408 5.8071
C 4.0931 -2.0225 5.1044
C 3.8798 -2.1791 3.7422
C 2.9824 -1.3511 3.0825
C 2.2984 -0.3687 3.7854
C 2.5102 -0.2135 5.1480
H 3.5761 -0.9196 6.8690
H 4.7957 -2.6648 5.6187
H 4.4142 -2.9451 3.1954
H 2.8196 -1.4698 2.0179
H 1.5996 0.2798 3.2703
H 1.9763 0.5521 5.6959
C -3.7815 -2.9312 3.2822
C -3.6751 -3.9233 2.3164
C -4.7350 -4.7912 2.0881
C -5.9038 -4.6648 2.8257
C -6.0107 -3.6730 3.7908
C -4.9501 -2.8076 4.0206
H -2.9525 -2.2591 3.4647
H -2.7604 -4.0234 1.7429
H -4.6484 -5.5705 1.3412
H -6.7293 -5.3424 2.6522
H -6.9208 -3.5771 4.3679
H -5.0326 -2.0401 4.7787
C 3.2856 0.1165 -6.4173
C 2.2178 0.0908 -7.3054
C 1.0040 0.6638 -6.9507
C 0.8682 1.2769 -5.7126
C 1.9333 1.3003 -4.8232
C 3.1427 0.7157 -5.1727
H 4.2304 -0.3312 -6.6959
H 2.3324 -0.3763 -8.2746
H 0.1694 0.6368 -7.6394
H -0.0759 1.7316 -5.4350
H 1.8165 1.7749 -3.8569
H 3.9733 0.7317 -4.4790
*
```

## Properties
* frontier orbital gap: 7.51 eV
* LUMO energy: -3.2 eV
* HOMO energy: -10.74 eV
* relative energy (zero: lowest compared OMol25 entry of this formula, charge and spin): 0.0 kcal per mole

Atom charges from the Löwdin analysis, given in e for atoms 1 to 2: number 1, N, carries 0.0212; number 2, C, carries -0.2665


E_tot values, unit eV, following the record order: -68787.507 -125087.469 -43142.871.
Largest force on an atom values, unit hartree/bohr, following the record order: 0.1703 0.0279 0.0207.